A single Br2ClOPS2 molecule in a non-equilibrium geometry. Source: the OMol25 dataset; level of theory: ωB97M-V/def2-TZVPD.

## Properties
Charge: 0
Energy (Ha): -6821.2177
Frontier orbital gap (eV): 8.18
Largest force on an atom (eV/A): 3.09
Highest occupied orbital energy (eV): -10.306
E_LUMO (eV): -2.13

Cartesian coordinates (Å):
O1 -0.73 0.45 1.75
P1 0.02 0.14 0.56
S1 -0.57 1.19 -1.18
S2 0.18 -1.94 0.28
Cl1 2.52 0.82 0.78
Br1 -2.64 1.24 -0.61
Br2 1.22 -1.90 -1.59



C14H19Cl5NNiO3P as an isolated structure in a non-equilibrium geometry. Source: the OMol25 dataset; level of theory: ωB97M-V/def2-TZVPD.

## Properties
Charge: 0
Energy (Ha): -4976.0053
Frontier orbital gap (alpha / beta) (eV): 7.07 / 7.08
Largest force on an atom (eV/A): 1.01
Highest occupied orbital energy (alpha / beta) (eV): -7.877 / -7.876
E_LUMO (alpha / beta) (eV): -0.80 / -0.80

Cartesian coordinates (Å):
Ni1 0.69 -1.11 0.80
Cl1 -5.08 -2.27 -3.14
C1 -3.98 -1.91 -1.87
C2 -2.64 -2.27 -1.97
Cl2 -2.06 -3.09 -3.36
C3 -1.77 -1.97 -0.93
Cl3 -0.09 -2.45 -1.04
C4 -2.16 -1.30 0.25
O1 -1.34 -0.99 1.19
C5 -3.53 -0.94 0.30
Cl4 -4.05 -0.08 1.70
C6 -4.41 -1.24 -0.72
Cl5 -6.06 -0.76 -0.59
N1 0.92 -0.34 2.61
C7 1.04 -1.48 3.54
C8 1.42 -2.77 2.82
O2 1.72 -3.75 3.46
O3 1.38 -2.70 1.52
H1 1.68 0.33 2.75
H2 0.04 0.15 2.73
H3 0.08 -1.63 4.04
H4 1.77 -1.27 4.32
C9 3.13 1.81 0.79
C10 1.69 2.19 0.45
P1 0.73 0.86 -0.38
C11 1.43 0.70 -2.06
C12 2.68 -0.16 -2.14
C13 -0.93 1.59 -0.63
C14 -0.97 2.96 -1.30
H5 3.53 2.47 1.56
H6 3.77 1.90 -0.09
H7 3.21 0.78 1.14
H8 1.66 3.08 -0.17
H9 1.12 2.44 1.36
H10 1.62 1.70 -2.46
H11 0.63 0.27 -2.67
H12 3.54 0.31 -1.67
H13 2.94 -0.36 -3.18
H14 2.53 -1.13 -1.65
H15 -1.41 1.60 0.34
H16 -1.48 0.86 -1.22
H17 -0.54 3.74 -0.67
H18 -2.00 3.25 -1.51
H19 -0.43 2.97 -2.25



C3HBr3O2 as an isolated structure in a non-equilibrium geometry. Source: the OMol25 dataset; level of theory: ωB97M-V/def2-TZVPD.

## Properties
Charge: 0
Energy (Ha): -7987.2946
Frontier orbital gap (alpha / beta) (eV): 6.98 / 6.50
Largest force on an atom (eV/A): 3.20
Highest occupied orbital energy (alpha / beta) (eV): -8.507 / -8.291
E_LUMO (alpha / beta) (eV): -1.53 / -1.79

Cartesian coordinates (Å):
C1 1.15 -1.24 -0.36
C2 -1.54 1.53 -0.47
C3 0.83 -0.33 0.68
O1 1.24 -2.41 -0.38
O2 -2.08 2.53 -0.72
Br1 -2.08 -0.23 -0.14
Br2 0.75 1.38 0.10
Br3 0.58 -0.71 2.48
H1 1.16 -0.50 -1.19



A 2-piece molecular cluster, C6H12N overall in a non-equilibrium geometry. Source: the OMol25 dataset; level of theory: ωB97M-V/def2-TZVPD.

## Properties
Charge: +1
Energy (Ha): -290.1652
Frontier orbital gap (eV): 7.71
Largest force on an atom (eV/A): 4.83
Highest occupied orbital energy (eV): -13.479
E_LUMO (eV): -5.77

Cartesian coordinates (Å):
C1 1.36 1.43 0.08
C2 1.53 0.09 0.20
C3 0.02 2.01 0.18
C4 -1.09 1.56 -0.18
C5 2.81 -0.76 0.09
C6 -2.31 0.90 -0.53
N1 -1.65 -2.00 0.07
H1 2.14 2.13 0.27
H2 0.69 -0.52 0.47
H3 0.01 3.06 0.58
H4 3.70 -0.04 -0.14
H5 2.59 -1.72 -0.49
H6 2.88 -1.16 1.05
H7 -2.08 -0.19 -0.53
H8 -2.63 1.09 -1.64
H9 -3.10 1.13 0.20
H10 -0.68 -2.18 0.08
H11 -2.02 -2.69 -0.63
H12 -2.16 -2.13 0.87



C3H5NS as an isolated structure in a non-equilibrium geometry. Source: the OMol25 dataset; level of theory: ωB97M-V/def2-TZVPD.

## Properties
Multiplicity: 3
Charge: 0
Energy (Ha): -570.0515
Frontier orbital gap (alpha / beta) (eV): 7.63 / 7.04
Largest force on an atom (eV/A): 4.02
Highest occupied orbital energy (alpha / beta) (eV): -6.707 / -9.846
E_LUMO (alpha / beta) (eV): 0.92 / -2.81

Cartesian coordinates (Å):
C1 0.24 -0.05 0.21
C2 -2.13 -0.18 -0.81
C3 1.75 0.08 0.38
N1 -0.23 -0.36 -0.91
S1 -2.73 0.15 0.60
H1 -0.49 0.24 0.93
H2 -2.62 -0.10 -1.81
H3 1.93 0.23 1.41
H4 2.13 -0.87 0.12
H5 2.15 0.87 -0.12



C33H31N2O2P2Re as an isolated structure. Source: the OMol25 dataset; level of theory: ωB97M-V/def2-TZVPD.

## Properties
Multiplicity: 2
Charge: +1
Energy (Ha): -2296.9020
Frontier orbital gap (alpha / beta) (eV): 7.71 / 7.08
Largest force on an atom (eV/A): 0.49
Highest occupied orbital energy (alpha / beta) (eV): -11.546 / -11.193
E_LUMO (alpha / beta) (eV): -3.83 / -4.12

Cartesian coordinates (Å):
Re1 -1.34 -0.97 -0.28
C1 0.75 0.26 2.87
N1 0.57 0.89 1.53
P1 0.91 -0.20 0.22
C2 1.70 0.82 -1.03
C3 1.48 0.53 -2.37
C4 2.11 1.27 -3.36
C5 2.94 2.32 -3.01
C6 3.15 2.63 -1.67
C7 2.53 1.89 -0.68
C8 2.15 -1.38 0.79
C9 3.51 -1.04 0.81
C10 4.44 -1.95 1.27
C11 4.03 -3.20 1.72
C12 2.68 -3.55 1.69
C13 1.75 -2.63 1.23
P2 -1.09 1.21 1.10
C14 -1.01 2.54 -0.12
C15 -1.77 2.40 -1.28
C16 -1.74 3.39 -2.25
C17 -0.95 4.51 -2.07
C18 -0.19 4.66 -0.91
C19 -0.22 3.68 0.07
C20 -1.93 1.93 2.53
C21 -3.27 1.60 2.70
C22 -4.00 2.21 3.71
C23 -3.39 3.14 4.55
C24 -2.05 3.46 4.37
C25 -1.32 2.87 3.36
H1 1.81 0.13 3.05
H2 0.25 -0.71 2.95
H3 0.33 0.92 3.63
H4 0.81 -0.28 -2.65
H5 1.93 1.04 -4.40
H6 3.43 2.90 -3.78
H7 3.80 3.46 -1.40
H8 2.67 2.14 0.36
H9 3.84 -0.08 0.44
H10 5.49 -1.69 1.29
H11 4.76 -3.92 2.08
H12 2.36 -4.52 2.03
H13 0.70 -2.90 1.20
H14 -2.41 1.53 -1.41
H15 -2.33 3.28 -3.15
H16 -0.92 5.28 -2.83
H17 0.42 5.54 -0.77
H18 0.37 3.79 0.96
H19 -3.76 0.89 2.05
H20 -5.04 1.96 3.85
H21 -3.96 3.61 5.34
H22 -1.58 4.19 5.02
H23 -0.28 3.14 3.22
C26 -3.97 -2.99 0.77
C27 -4.18 -1.50 0.73
O1 -5.08 -0.93 1.27
O2 -3.24 -0.82 0.03
H24 -4.54 -3.42 1.59
H25 -2.92 -3.25 0.86
H26 -4.34 -3.42 -0.17
N2 -0.67 -2.15 -1.32
C28 -0.10 -3.03 -2.23
C29 -0.94 -3.87 -2.96
C30 -0.39 -4.74 -3.88
C31 0.98 -4.78 -4.08
C32 1.82 -3.94 -3.35
C33 1.29 -3.06 -2.42
H27 -2.01 -3.82 -2.79
H28 -1.04 -5.39 -4.46
H29 1.40 -5.46 -4.81
H30 2.89 -3.98 -3.50
H31 1.93 -2.42 -1.84



A 8-piece molecular cluster, C28H28F7NO24 overall in a non-equilibrium geometry. Source: the OMol25 dataset; level of theory: ωB97M-V/def2-TZVPD.

## Properties
Charge: 0
Energy (Ha): -3643.4183
Frontier orbital gap (eV): 9.69
Largest force on an atom (eV/A): 1.07
Highest occupied orbital energy (eV): -9.736
E_LUMO (eV): -0.05

Cartesian coordinates (Å):
C1 3.07 2.51 2.05
O1 2.32 3.50 1.33
C2 2.10 4.60 2.08
O2 1.38 4.60 3.01
O3 2.78 5.71 1.64
C3 3.73 6.09 2.59
C4 5.02 5.61 2.46
C5 6.00 5.92 3.39
C6 5.61 6.73 4.45
C7 4.30 7.17 4.47
N1 3.35 6.87 3.58
H1 4.00 2.90 2.46
H2 3.31 1.74 1.33
H3 2.47 2.06 2.84
H4 5.26 4.96 1.63
H5 7.01 5.54 3.30
H6 6.30 7.00 5.23
H7 4.00 7.80 5.30
C8 0.21 -0.16 0.91
C9 -0.84 -0.18 1.99
O4 -0.22 -0.93 3.02
C10 1.13 -0.74 2.89
O5 1.92 -1.00 3.73
O6 1.42 -0.20 1.68
F1 -1.97 -0.83 1.59
H8 0.16 -1.04 0.28
H9 0.17 0.72 0.30
H10 -1.12 0.80 2.38
C11 -3.19 -3.95 1.36
C12 -3.61 -4.54 0.04
O7 -2.84 -5.72 -0.04
C13 -2.60 -6.13 1.24
O8 -2.22 -7.20 1.55
O9 -2.88 -5.13 2.12
F2 -3.29 -3.73 -1.00
H11 -2.29 -3.34 1.27
H12 -3.97 -3.37 1.84
H13 -4.67 -4.80 -0.03
C14 -2.40 0.42 -3.66
C15 -2.07 1.77 -3.08
O10 -1.19 1.43 -2.01
C16 -0.57 0.27 -2.36
O11 0.40 -0.15 -1.83
O12 -1.20 -0.32 -3.39
F3 -3.16 2.39 -2.58
H14 -3.24 -0.05 -3.14
H15 -2.61 0.44 -4.72
H16 -1.56 2.45 -3.77
C17 -1.88 -2.95 -6.37
C18 -3.29 -2.60 -5.94
O13 -3.71 -1.71 -6.96
C19 -3.03 -2.05 -8.09
O14 -3.31 -1.69 -9.18
O15 -1.98 -2.86 -7.80
F4 -3.30 -1.95 -4.75
H17 -1.16 -2.22 -6.01
H18 -1.58 -3.94 -6.06
H19 -3.97 -3.45 -5.90
C20 -2.43 0.41 -11.98
C21 -1.15 0.23 -12.76
O16 -0.61 1.54 -12.77
C22 -1.06 2.17 -11.64
O17 -0.60 3.17 -11.20
O18 -2.08 1.48 -11.09
F5 -1.38 -0.17 -14.03
H20 -3.25 0.72 -12.62
H21 -2.72 -0.48 -11.43
H22 -0.43 -0.45 -12.30
C23 4.09 3.74 8.50
C24 5.22 3.37 7.58
O19 5.70 4.64 7.16
C25 5.43 5.52 8.17
O20 5.92 6.59 8.26
O21 4.54 4.99 9.04
F6 4.79 2.68 6.50
H23 3.16 3.89 7.96
H24 3.93 3.01 9.30
H25 6.04 2.81 8.05
C26 -3.08 -8.07 5.26
C27 -3.34 -6.59 5.36
O22 -3.16 -6.33 6.74
C28 -2.27 -7.25 7.20
O23 -1.69 -7.18 8.23
O24 -2.12 -8.27 6.31
F7 -4.62 -6.27 5.01
H26 -3.98 -8.65 5.48
H27 -2.68 -8.37 4.30
H28 -2.65 -5.97 4.77



C20H24F6IrN7O3S as an isolated structure in a non-equilibrium geometry. Source: the OMol25 dataset; level of theory: ωB97M-V/def2-TZVPD.

## Properties
Charge: +2
Energy (Ha): -2486.7597
Frontier orbital gap (alpha / beta) (eV): 6.11 / 6.23
Largest force on an atom (eV/A): 4.60
Highest occupied orbital energy (alpha / beta) (eV): -14.037 / -14.032
E_LUMO (alpha / beta) (eV): -7.93 / -7.80

Cartesian coordinates (Å):
Ir1 0.41 -1.40 0.37
N1 4.74 -2.15 0.71
C1 5.00 -0.81 0.63
C2 6.19 -0.10 0.71
C3 6.11 1.27 0.61
C4 4.88 1.91 0.42
C5 3.69 1.21 0.34
C6 3.74 -0.18 0.47
N2 2.76 -1.16 0.48
C7 3.41 -2.31 0.62
C8 2.71 -3.57 0.72
C9 3.20 -4.85 0.72
S1 1.92 -5.97 0.89
C10 0.82 -4.66 0.97
N3 1.36 -3.49 0.86
H1 5.42 -2.88 0.82
H2 7.13 -0.61 0.85
H3 7.00 1.87 0.66
H4 4.86 2.98 0.32
H5 2.76 1.72 0.16
H6 4.21 -5.18 0.60
H7 -0.24 -4.79 1.08
N4 0.26 0.77 1.47
C11 -0.88 1.56 1.06
C12 -0.59 2.94 0.44
C13 -0.11 3.00 -1.02
C14 -1.18 2.79 -2.12
N5 -2.45 3.41 -1.81
C15 -3.07 4.40 -2.44
N6 -4.35 4.65 -2.14
N7 -2.46 5.18 -3.33
C16 -1.72 0.77 -0.06
O1 -2.82 1.23 -0.27
O2 -1.08 -0.12 -0.63
H8 0.19 0.49 2.44
H9 1.15 1.24 1.31
H10 -1.57 1.68 1.90
H11 0.18 3.43 1.05
H12 -1.50 3.53 0.54
H13 0.67 2.26 -1.19
H14 0.33 3.99 -1.16
H15 -1.37 1.72 -2.26
H16 -0.79 3.17 -3.06
H17 -3.00 2.85 -1.16
H18 -4.87 4.06 -1.52
H19 -4.85 5.40 -2.59
H20 -1.49 5.07 -3.57
H21 -2.97 5.91 -3.80
C17 -2.91 -4.47 0.94
C18 -2.51 -3.01 0.65
O3 -1.19 -2.87 0.46
C19 -2.96 -2.12 1.86
F1 -2.26 -0.97 1.89
F2 -2.71 -2.73 3.02
F3 -4.25 -1.81 1.84
C20 -3.30 -2.56 -0.63
F4 -3.60 -1.26 -0.64
F5 -4.45 -3.21 -0.77
F6 -2.57 -2.81 -1.71
H22 -2.35 -4.84 1.80
H23 -2.68 -5.07 0.06
H24 -3.97 -4.55 1.15